(1)
A structure of composition C31H40CuN5O2SSb2. Source: OMol25; level of theory: the ωB97M-V functional and the def2-TZVPD basis.

Values from the calculation:
expectation value of S² = 0.7558
spin multiplicity = 2
M = 853.83 g mol⁻¹
ΔE to the lowest compared entry with this formula, charge and spin = 0.00 kcal per mole
Kohn-Sham gap (spin up / spin down) = 6.897 / 5.845 eV
charge = +1
E_LUMO (spin up / spin down) = -2.6 / -3.7 eV

Each line ends with the Mulliken spin population.
Element x y z (Å)
Cu1 -0.32089 -0.50145 0.29739  0.49
C1 -3.77008 -2.39300 1.48064  0.02
Sb1 -1.64488 -2.34121 1.54654  0.07
C2 -1.32549 -2.52394 3.64209  0.03
C3 -1.17190 -4.34937 0.94604  0.00
C4 -1.80015 -4.71272 -0.36743  0.00
C5 -3.11307 -5.18751 -0.36575  0.00
C6 -3.76820 -5.52208 -1.53707  0.00
C7 -3.10548 -5.39277 -2.74916  0.00
C8 -1.79841 -4.93998 -2.76511  0.00
C9 -1.12567 -4.59643 -1.59118  -0.01
C10 0.28521 -4.09795 -1.69474  0.03
Sb2 0.32017 -1.95012 -1.75744  0.14
C11 -0.73880 -1.56928 -3.55412  0.02
C12 2.32453 -1.53246 -2.28993  0.02
H1 -4.15150 -3.22839 2.06494  0.00
H2 -4.09612 -2.49210 0.44711  0.00
H3 -4.15774 -1.45988 1.88685  0.00
H4 -1.78898 -3.44486 3.99313  0.00
H5 -1.76372 -1.68126 4.17332  0.00
H6 -0.25377 -2.54989 3.82689  0.00
H7 -1.55906 -4.98562 1.74282  0.00
H8 -0.08643 -4.43533 0.95259  0.00
H9 -3.62348 -5.30943 0.58297  0.00
H10 -4.78359 -5.89341 -1.50343  0.00
H11 -3.59802 -5.65863 -3.67479  0.00
H12 -1.27193 -4.86197 -3.70968  0.00
H13 0.74738 -4.44598 -2.61860  0.00
H14 0.92041 -4.41112 -0.86715  0.00
H15 -0.24436 -2.05345 -4.39472  0.00
H16 -0.76011 -0.49235 -3.70938  0.00
H17 -1.75625 -1.94355 -3.45977  0.00
H18 2.56820 -1.99373 -3.24517  0.01
H19 2.98100 -1.90896 -1.50819  0.00
H20 2.42068 -0.45079 -2.35414  0.00
C13 1.67475 11.72821 5.13173  0.00
O1 2.56659 11.26284 4.13129  0.00
C14 2.31014 10.06925 3.55492  0.00
C15 3.20245 9.67072 2.55876  0.00
C16 3.01464 8.46894 1.91280  0.00
C17 1.94624 7.64115 2.25372  0.00
C18 1.05540 8.04179 3.24316  0.00
C19 1.23135 9.25013 3.89437  0.00
N1 1.85146 6.42923 1.52973  0.00
N2 0.97564 5.63871 1.91645  0.00
C20 0.87587 4.45387 1.14611  0.00
C21 1.48040 4.26042 -0.07378  0.00
C22 1.35349 3.05879 -0.78313  0.01
C23 0.60150 2.00605 -0.28335  0.01
O2 0.46731 0.85161 -0.88869  0.12
C24 -0.01973 2.19656 0.99155  -0.04
N3 -0.68464 1.11761 1.49604  0.07
C25 -1.28567 1.22537 2.65753  0.00
C26 -1.26220 2.40645 3.41585  0.00
C27 -0.57035 3.48674 2.94536  0.00
C28 0.09143 3.40709 1.69938  0.00
H21 2.05399 12.69659 5.44278  0.00
H22 1.65771 11.05300 5.99022  0.00
H23 0.66383 11.84490 4.73517  0.00
H24 4.02626 10.32500 2.30878  0.00
H25 3.69187 8.14763 1.13219  0.00
H26 0.21723 7.40717 3.49383  0.00
H27 0.52602 9.55021 4.65507  0.00
H28 2.06584 5.06999 -0.48881  0.00
H29 1.83005 2.94137 -1.74844  0.00
H30 -1.81480 0.35291 3.02153  0.00
H31 -1.78665 2.44151 4.36015  0.00
H32 -0.51514 4.40934 3.50570  0.00
C29 3.53240 1.94565 2.12597  0.00
N4 2.85353 0.77052 1.61194  0.00
C30 2.68289 -0.37902 2.26642  0.00
S1 1.82649 -1.66290 1.52867  0.00
N5 3.18936 -0.46096 3.50130  0.00
C31 3.10052 -1.60545 4.39270  0.00
H33 3.49774 2.71520 1.36007  0.00
H34 4.58045 1.73776 2.35888  0.00
H35 3.03068 2.33461 3.01530  0.00
H36 2.53396 0.78524 0.65663  0.00
H37 3.70151 0.33601 3.84359  0.00
H38 2.55461 -2.39793 3.89186  0.00
H39 2.58058 -1.32960 5.30994  0.00
H40 4.09843 -1.96447 4.64030  0.00

=====

(2)
A structure of composition C31H40GeOReS4 in a non-equilibrium geometry. Source: OMol25; level of theory: the ωB97M-V functional and the def2-TZVPD basis.

Values from the calculation:
spin multiplicity = 1
M = 815.75 g mol⁻¹
ΔE to the lowest compared entry with this formula, charge and spin = 0.00 kcal per mole
Kohn-Sham gap = 4.882 eV
charge = +3
E_LUMO = -11.2 eV

Each line ends with the Löwdin charge.
Element x y z (Å)
Re1 0.26687 -0.52997 -1.51730  0.92
C1 2.80826 -2.40831 -2.81377  -0.43
C2 1.78786 -2.68835 -3.91005  -0.42
S1 0.66582 -1.27122 -3.92786  0.92
C3 -0.92733 -1.75066 -4.60953  -0.43
C4 -1.86882 -0.59764 -4.26825  -0.42
S2 -1.95762 -0.03328 -2.51394  0.93
C5 -3.06966 -1.24590 -1.74023  -0.44
C6 -2.50439 -2.64176 -1.60661  -0.42
S3 -1.00727 -2.54780 -0.59350  0.92
C7 0.00893 -3.91455 -1.19318  -0.44
C8 1.40334 -3.67519 -0.65354  -0.43
S4 2.16630 -2.08417 -1.12446  0.93
H1 3.39584 -1.51673 -3.04146  0.10
H2 3.50304 -3.24329 -2.70352  0.12
H3 1.25581 -3.62562 -3.77080  0.09
H4 2.29716 -2.72515 -4.87275  0.11
H5 -1.25655 -2.71121 -4.22348  0.08
H6 -0.83463 -1.82758 -5.69292  0.12
H7 -2.89763 -0.82920 -4.54967  0.11
H8 -1.57507 0.30403 -4.80722  0.10
H9 -3.98861 -1.24588 -2.32940  0.12
H10 -3.29894 -0.81294 -0.76467  0.07
H11 -2.27656 -3.10989 -2.56009  0.08
H12 -3.21728 -3.27510 -1.07538  0.12
H13 -0.04583 -3.95878 -2.27725  0.07
H14 -0.38290 -4.84712 -0.78234  0.12
H15 2.09660 -4.45839 -0.96474  0.12
H16 1.39762 -3.65252 0.43814  0.10
C9 1.04959 3.09618 -2.90365  0.01
C10 1.69899 2.19169 -1.85680  -0.62
C11 1.27403 2.56729 -0.45614  -0.03
C12 3.21446 2.21868 -2.01893  0.01
O1 1.27930 0.83665 -2.21261  -0.37
H17 1.44386 4.10343 -2.77741  0.11
H18 -0.03393 3.12092 -2.76735  0.09
H19 1.28560 2.75206 -3.91043  0.10
H20 1.54081 3.60443 -0.25625  0.13
H21 1.77172 1.93875 0.29467  0.06
H22 0.18980 2.46498 -0.33213  0.07
H23 3.56724 3.23402 -1.84432  0.11
H24 3.49733 1.92141 -3.02891  0.10
H25 3.68999 1.55342 -1.29489  0.09
C13 -0.00762 0.07014 0.14529  -0.24
Ge1 -0.33635 0.64049 2.02354  0.94
C14 1.38508 0.87338 2.85048  -0.30
C15 2.58680 0.58833 2.19732  -0.13
C16 3.80035 0.82628 2.82813  -0.06
C17 3.81735 1.33247 4.12011  -0.04
C18 2.62804 1.60414 4.78084  -0.04
C19 1.40974 1.37252 4.15266  -0.11
C20 -1.34884 2.26910 1.85414  -0.30
C21 -0.82569 3.44540 2.39111  -0.09
C22 -1.54961 4.62910 2.29570  -0.04
C23 -2.78856 4.64207 1.67058  -0.04
C24 -3.30611 3.47711 1.11723  -0.06
C25 -2.59090 2.29176 1.21105  -0.11
C26 -1.32813 -0.81125 2.81670  -0.29
C27 -2.57989 -1.19853 2.31993  -0.14
C28 -3.29055 -2.22248 2.93093  -0.07
C29 -2.75842 -2.86184 4.04580  -0.05
C30 -1.51567 -2.48754 4.53854  -0.04
C31 -0.79586 -1.46389 3.92742  -0.08
H26 2.57785 0.16833 1.19259  0.07
H27 4.73239 0.61236 2.31971  0.11
H28 4.76130 1.50171 4.62049  0.12
H29 2.64635 1.99450 5.78988  0.12
H30 0.48750 1.58320 4.68365  0.12
H31 0.13929 3.44958 2.88426  0.10
H32 -1.14416 5.54062 2.71571  0.12
H33 -3.36128 5.55905 1.62646  0.12
H34 -4.27581 3.48981 0.63520  0.11
H35 -3.02357 1.38100 0.80743  0.07
H36 -3.02612 -0.67659 1.47820  0.07
H37 -4.27030 -2.50158 2.56135  0.11
H38 -3.32453 -3.63862 4.54272  0.12
H39 -1.10622 -2.98204 5.40998  0.12
H40 0.16906 -1.17783 4.32980  0.10

=====

(3)
A structure of composition C31H40InN4O in a non-equilibrium geometry. Source: OMol25; level of theory: the ωB97M-V functional and the def2-TZVPD basis.

Values from the calculation:
spin multiplicity = 1
M = 599.51 g mol⁻¹
ΔE to the lowest compared entry with this formula, charge and spin = 32.07 kcal per mole
Kohn-Sham gap = 4.397 eV
charge = -1
E_LUMO = 2.3 eV

Each line ends with the Löwdin charge.
Element x y z (Å)
In1 0.96473 -0.37767 0.37473  0.72
N1 0.13287 -0.76710 4.15391  0.08
N2 -0.98278 1.90131 0.60396  -0.02
C1 -0.71737 -1.30400 -2.41633  -0.29
C2 -1.82379 -0.41395 -2.49178  -0.26
C3 -2.83188 -0.88941 -1.61317  -0.26
C4 -4.10350 -0.20572 -1.30762  -0.08
H1 -4.42158 0.41376 -2.15473  0.06
H2 -4.00792 0.45627 -0.43185  0.07
H3 -4.89347 -0.93352 -1.08625  0.05
C5 -2.38437 -2.11189 -1.05027  -0.26
C6 -3.12848 -2.97399 -0.11357  -0.08
H4 -3.01049 -4.03259 -0.38103  0.06
H5 -4.19667 -2.73012 -0.12271  0.06
H6 -2.76460 -2.84822 0.91557  0.05
C7 -1.07344 -2.36453 -1.53324  -0.30
C8 -0.23338 -3.52077 -1.15514  -0.11
H7 0.13262 -3.45319 -0.11653  0.03
H8 0.63979 -3.60087 -1.81256  0.06
H9 -0.81407 -4.45170 -1.23430  0.06
C9 -1.93905 0.79059 -3.33647  -0.08
H10 -2.89317 0.78759 -3.88613  0.07
H11 -1.12555 0.84316 -4.06972  0.06
H12 -1.92536 1.70929 -2.73464  0.05
C10 0.56730 -1.16020 -3.14095  -0.11
H13 1.39118 -1.66180 -2.61297  0.04
H14 0.84194 -0.10244 -3.26268  0.05
H15 0.50091 -1.60310 -4.15028  0.07
C11 0.71249 -0.47707 5.31525  -0.12
H16 0.81735 -1.30345 6.01809  0.10
C12 1.16636 0.80832 5.61530  -0.10
H17 1.67256 0.98680 6.56337  0.09
C13 0.97178 1.83482 4.68822  -0.07
H18 1.33369 2.84505 4.87322  0.10
C14 0.28150 1.55599 3.51211  -0.02
H19 -0.00515 2.31014 2.78200  0.10
C15 -0.08713 0.23085 3.24327  -0.26
C16 -0.72035 -0.20813 1.99510  -0.27
H20 -1.53781 0.40522 1.63577  0.09
C17 0.20668 1.65125 0.08800  -0.36
C18 -1.46188 3.06413 0.02977  -0.14
H21 -2.43408 3.45482 0.28248  0.09
C19 -0.53307 3.56073 -0.83443  -0.10
H22 -0.52458 4.45935 -1.42171  0.10
N3 0.55024 2.68442 -0.80239  -0.03
C20 1.71559 2.68855 -1.61336  -0.12
C21 1.61020 2.88091 -3.00759  -0.19
C22 2.66966 2.42222 -3.80275  -0.02
H23 2.58923 2.50840 -4.88899  0.11
C23 3.81753 1.85441 -3.24681  -0.28
C24 4.92973 1.32476 -4.10545  -0.07
H24 5.17410 0.28588 -3.84377  0.08
H25 5.84727 1.91438 -3.97253  0.08
H26 4.65448 1.35914 -5.16391  0.07
C25 3.94109 1.80193 -1.85694  -0.01
H27 4.84842 1.39429 -1.40592  0.12
C26 2.92040 2.25436 -1.02093  -0.22
C27 3.14972 2.29836 0.46032  -0.08
H28 3.75336 3.18066 0.73389  0.09
H29 3.71630 1.41488 0.78137  0.06
H30 2.22719 2.35223 1.04759  0.05
C28 0.44261 3.52811 -3.67626  -0.06
H31 0.46541 4.62418 -3.57806  0.08
H32 -0.52223 3.17343 -3.30575  0.05
H33 0.48099 3.30442 -4.75089  0.08
C29 -2.55742 -3.01911 4.18963  -0.01
N4 -1.16243 -3.23070 3.74841  -0.16
C30 -0.42733 -4.32918 4.36262  -0.04
C31 -0.50879 -2.35045 3.00306  -0.21
O1 -1.21495 -1.56865 2.18762  -0.10
H34 -2.57515 -2.76274 5.25857  0.09
H35 -3.12086 -3.95001 4.05147  0.09
H36 -3.02168 -2.21610 3.61158  0.10
H37 -0.10129 -5.05820 3.60827  0.10
H38 0.46497 -3.97370 4.89218  0.09
H39 -1.07442 -4.84112 5.07764  0.08
H40 0.55926 -2.52398 2.80901  0.14